9
Properties=species:S:1:pos:R:3:forces:R:3:nbo_charge:R:1 method="wB97M-V/def2-TZVPD" e_tot_ev=-17520.7692 smiles="C[S@](=N)(=O)[O-]" mol_weight_g_mol=94.11 total_charge=-1 homo_energy_ev=-3.225 orbital_gap_ev=7.561
C -1.081 -0.572 0.434 2.50 4.32 2.12 -0.845
S 0.297 0.264 -0.535 1.04 3.19 2.71 2.082
N 1.544 0.953 0.782 -1.62 -1.66 -3.15 -1.179
O -0.493 1.282 -1.290 1.22 -0.72 0.76 -1.019
O 0.887 -0.776 -1.343 0.49 -0.85 -0.67 -1.021
H -0.941 -1.453 -0.023 -0.15 -3.76 -0.70 0.217
H -0.784 -0.371 1.510 -0.59 -0.94 -1.28 0.240
H -1.921 -0.011 0.123 -1.01 0.22 -0.11 0.222
H 2.493 0.684 0.341 -1.89 0.19 0.33 0.304



9
Properties=species:S:1:pos:R:3:forces:R:3:nbo_charge:R:1 method="wB97M-V/def2-TZVPD" e_tot_ev=-8728.6258 mol_weight_g_mol=78.05 total_charge=-1 homo_energy_ev="-1.795 / -1.726" orbital_gap_ev="6.191 / 6.116"
C 1.270 0.204 0.308 1.44 -1.95 -1.76 -0.513
N 0.169 -0.713 0.535 -1.30 -0.70 0.98 0.111
O -0.157 -1.483 -0.361 0.60 0.73 -0.14 -0.436
O -2.415 0.216 -0.353 -4.05 -0.24 0.09 -0.536
O -1.536 1.069 0.212 2.88 1.02 0.90 -0.629
H 2.202 -0.303 0.714 -1.11 1.06 0.52 0.182
H 1.549 0.285 -0.734 -0.27 -0.11 -0.88 0.164
H 0.926 1.158 0.563 0.03 1.35 1.32 0.246
H -2.007 -0.432 -0.885 1.78 -1.17 -1.03 0.411



9
Properties=species:S:1:pos:R:3:forces:R:3:nbo_charge:R:1 method="wB97M-V/def2-TZVPD" e_tot_ev=-8736.6370 mol_weight_g_mol=78.05 total_charge=-1 homo_energy_ev=-4.122 orbital_gap_ev=8.515
N 1.221 0.033 1.187 -0.59 -0.28 0.20 -0.931
C -0.101 -0.636 1.223 0.89 -0.57 0.32 0.866
O -0.805 -0.498 0.215 -0.49 0.57 -0.92 -0.826
O -0.329 -1.315 2.243 0.10 0.27 0.28 -0.804
H 1.836 -0.488 1.795 0.06 0.03 0.10 0.349
H 1.583 0.017 0.246 -0.07 0.10 -0.17 0.347
H -1.209 0.223 -2.469 0.27 0.19 -0.17 0.482
H -1.169 1.506 -1.774 0.26 0.09 -0.11 0.482
O -1.026 1.157 -2.667 -0.43 -0.39 0.48 -0.965



10
Properties=species:S:1:pos:R:3:forces:R:3:nbo_charge:R:1 method="wB97M-V/def2-TZVPD" e_tot_ev=-18020.0415 smiles="O=NCP(O)O" mol_weight_g_mol=109.02 total_charge=0 homo_energy_ev="-9.568 / -9.567" orbital_gap_ev="8.918 / 8.917"
O -1.269 1.122 -1.302 1.19 -2.29 1.72 -0.287
N -0.799 0.056 -0.861 -1.46 1.73 -2.53 0.068
C -0.590 -0.083 0.508 2.18 0.90 -0.50 -0.617
P 1.311 -0.375 0.652 -0.15 4.97 0.09 1.400
O 1.616 1.555 0.123 -1.49 -1.80 1.73 -1.029
O 1.629 -1.100 -0.680 -0.22 -0.69 -2.81 -1.008
H -0.736 0.789 1.091 -0.86 0.54 0.90 0.221
H -0.806 -1.044 0.849 -1.43 -1.44 0.65 0.241
H 0.991 2.216 0.598 1.45 -1.94 -1.03 0.470
H 1.083 -0.959 -1.524 0.79 0.03 1.79 0.542



11
Properties=species:S:1:pos:R:3:forces:R:3:nbo_charge:R:1 method="wB97M-V/def2-TZVPD" e_tot_ev=-28859.6408 smiles="CN([S-])[P@](=O)([O-])O" mol_weight_g_mol=141.09 total_charge=-2 homo_energy_ev=1.328 orbital_gap_ev=5.028
C -1.534 0.547 -0.302 3.32 -3.76 0.29 -0.456
N -0.372 -0.430 -0.530 0.93 0.75 0.52 -0.914
S -0.600 -1.963 0.296 -0.79 -0.61 0.18 -0.621
P 1.120 0.318 0.030 0.92 0.04 -0.06 2.417
O 1.023 0.864 1.438 -0.39 -0.13 -0.55 -1.219
O 1.593 1.229 -1.066 -0.06 0.08 0.00 -1.219
O 2.205 -0.981 0.124 -0.80 1.67 -0.71 -1.039
H -1.134 1.406 -0.664 0.10 2.98 -1.50 0.200
H -2.304 -0.003 -0.700 -2.32 -0.33 -1.49 0.180
H -1.621 0.541 0.720 -0.68 0.64 2.75 0.186
H 1.624 -1.526 0.654 -0.24 -1.33 0.55 0.485



11
Properties=species:S:1:pos:R:3:forces:R:3:nbo_charge:R:1 method="wB97M-V/def2-TZVPD" e_tot_ev=-20358.4814 mol_weight_g_mol=315.47 total_charge=+3 homo_energy_ev=-21.069 orbital_gap_ev=4.952
Sn -10.177 -18.350 -5.592 -0.83 0.93 -0.65 1.901
Sn -7.012 -20.178 -5.335 0.94 -0.51 -0.41 1.859
O -8.177 -18.624 -6.288 -0.74 -1.93 2.08 -1.401
H -7.498 -17.922 -6.320 0.39 1.59 -1.53 0.557
C -4.741 -17.459 -7.413 0.35 -0.26 0.28 -0.449
N -5.806 -17.177 -8.399 0.63 0.29 -1.68 0.523
O -6.979 -17.125 -7.976 0.19 -0.21 0.47 -0.504
O -5.472 -17.010 -9.548 -0.79 -0.16 1.76 -0.176
H -4.539 -16.575 -6.806 0.26 0.21 -0.48 0.286
H -3.887 -17.919 -7.909 0.05 0.52 -0.04 0.293
H -5.110 -18.189 -6.693 -0.44 -0.47 0.20 0.111



11
Properties=species:S:1:pos:R:3:forces:R:3:nbo_charge:R:1 method="wB97M-V/def2-TZVPD" e_tot_ev=-20068.5181 mol_weight_g_mol=125.02 total_charge=-2 homo_energy_ev=0.184 orbital_gap_ev=7.135
C -1.283 0.478 0.184 4.97 0.19 0.76 -0.487
N -0.292 -0.530 -0.330 -1.16 -1.01 1.06 -0.431
O 1.728 1.210 0.076 -0.35 -0.28 0.15 -1.265
O 2.266 -1.002 -1.004 1.70 -2.59 -0.21 -1.212
O 0.582 0.544 -2.107 -0.49 0.04 -0.15 -1.127
O -0.373 -1.723 1.396 0.64 1.64 -1.15 -0.947
P 1.294 0.065 -0.841 -0.81 3.21 0.61 2.431
H -0.844 1.481 -0.026 -0.74 -0.47 -0.21 0.223
H -2.142 0.187 -0.275 -2.96 -0.12 -0.92 0.168
H -1.234 0.355 1.268 -0.65 0.01 -0.08 0.217
H 0.299 -1.065 1.659 -0.16 -0.62 0.14 0.430



8
Properties=species:S:1:pos:R:3:forces:R:3:nbo_charge:R:1 method="wB97M-V/def2-TZVPD" e_tot_ev=-13923.8485 smiles=C#[N+][O-].P mol_weight_g_mol=77.02 total_charge=0 homo_energy_ev=-10.135 orbital_gap_ev=10.977
C 1.173 -0.766 0.463 1.63 0.26 -0.94 -0.083
N 1.940 -0.155 -0.141 -1.12 -0.09 1.22 0.230
O 2.687 0.571 -0.698 1.11 0.47 -1.03 -0.394
H 0.434 -1.109 1.086 -1.00 -0.86 1.01 0.245
P -1.648 -0.011 0.188 -2.32 -0.70 -1.59 -0.024
H -1.075 1.136 0.620 0.95 1.16 0.11 -0.008
H -0.795 -0.387 -0.915 -0.53 0.70 0.40 0.013
H -2.716 0.722 -0.602 1.29 -0.94 0.81 0.021